# 1
Computed, not measured: a 2-piece molecular cluster, C3H7NO3 overall at a distorted geometry, with wB97M-V/def2-TZVPD.

The value obtained for the HOMO energy is -9.88 eV. The HOMO-LUMO gap is 7.5 eV.

Geometry (Å):
C: -0.783535 0.847108 -1.119692
C: -0.601366 -1.258097 0.545503
C: -0.104598 -0.140952 -0.193794
N: 1.309938 -0.099694 -0.340367
O: 1.789129 0.614182 -1.230624
O: 1.908677 -0.744910 0.531340
O: 0.305130 1.498219 1.459288
H: -0.252962 1.684368 -0.482479
H: -1.886688 0.748793 -1.138870
H: -0.356129 0.702686 -2.076837
H: 0.262433 -1.879791 0.840257
H: -1.247709 -1.778831 -0.214138
H: -1.157847 -1.094250 1.382322
H: 0.815522 0.901166 2.038091

Cartesian forces (eV/Å) of the 3 atoms listed first:
0.6489 -0.3814 3.1143
0.8686 -2.6339 -2.6654
-1.3659 3.6718 0.9708

***

# 2
Computed, not measured: one molecule with the formula C3H7NO3 at a distorted geometry, with wB97M-V/def2-TZVPD.

The value obtained for the HOMO energy (alpha / beta) is -8.94 / -11.04 eV. The multiplicity is 3. The HOMO-LUMO gap (alpha / beta) is 9.8 / 9.5 eV.

Geometry (Å):
C: 0.776828 1.455396 -0.339830
C: 0.129121 0.272997 0.527082
C: -0.011269 -0.941619 -0.412654
N: -1.104948 0.548218 1.089403
O: -1.208843 0.813531 2.288406
O: 0.425294 -2.092379 0.249863
O: -1.355909 -1.114042 -0.847671
H: 1.850444 1.308663 -0.423665
H: 0.256749 1.537154 -1.260292
H: 0.571593 2.517265 0.108594
H: 0.900709 -0.090030 1.073042
H: 0.493028 -0.872976 -1.397290
H: 0.180731 -2.808155 -0.363999
H: -1.903526 -0.534024 -0.290992

Cartesian forces (eV/Å) of the 3 atoms listed first:
-1.3860 1.6919 2.3857
1.5741 0.6607 -5.2998
-1.3695 -0.4115 -1.6635

***

# 3
Computed, not measured: a 2-piece molecular cluster, C3H7NO3S overall at a distorted geometry, with wB97M-V/def2-TZVPD.

The value obtained for the HOMO energy is 0.36 eV. Its charge is -2. The HOMO-LUMO gap is 5.7 eV.

Geometry (Å):
O: 0.165056 -1.809372 -0.401152
C: -0.226407 -0.825225 0.325998
O: -1.206574 -0.872426 1.087503
C: 0.555930 0.498807 0.208215
C: 0.693598 1.196729 1.561450
S: 2.033599 2.501783 1.665836
N: -0.095695 1.327991 -0.804399
H: 1.507714 0.260390 -0.260529
H: -0.257171 1.670495 1.808675
H: 0.796760 0.444387 2.343838
H: 0.546059 2.018136 -1.178942
H: -0.859045 1.892557 -0.465425
H: -1.119299 -2.615125 -1.197858
H: -0.948352 -2.695372 -2.675332
O: -1.586169 -2.993749 -2.017883

Cartesian forces (eV/Å) of the 3 atoms listed first:
-0.0097 0.6408 0.2343
-0.1607 -0.9215 -0.4861
-0.2250 0.2621 0.2236

***

# 4
Computed, not measured: a 2-piece molecular cluster, C3H7NO3S overall at a distorted geometry, with wB97M-V/def2-TZVPD.

The value obtained for the HOMO energy is -9.63 eV. The HOMO-LUMO gap is 10.1 eV.

Geometry (Å):
C: -0.432702 1.605748 1.568701
C: 0.634085 1.183382 0.886858
C: 0.651964 1.140420 -0.496000
N: 1.442919 0.629690 -1.347838
O: -1.417070 -2.474077 -1.645233
O: -1.629467 -0.412267 -0.315784
O: 0.367570 -1.819235 0.270371
S: -0.592716 -1.196821 -0.999980
H: -0.394195 1.614576 2.614009
H: -1.358975 1.669623 0.947526
H: 1.647537 1.087106 1.320904
H: -0.084109 1.731640 -0.933128
H: -0.102682 -1.831845 1.173702
H: -0.996888 -3.118912 -2.226701
H: 2.264729 0.190974 -0.817409

Cartesian forces (eV/Å) of the 3 atoms listed first:
-0.2281 -1.1215 -2.3206
1.7120 0.9144 3.1537
0.6538 0.5753 -2.8533

***

# 5
Computed, not measured: a 2-piece molecular cluster, C3H7NO4 overall at a distorted geometry, with wB97M-V/def2-TZVPD.

The value obtained for the HOMO energy (alpha / beta) is -0.22 / -3.45 eV. Its charge is -1. The multiplicity is 2. The HOMO-LUMO gap (alpha / beta) is 3.6 / 6.8 eV.

Geometry (Å):
O: 2.309322 -1.321709 1.120913
C: 2.315635 -0.236741 0.423906
C: 1.555595 1.022599 0.629868
N: 0.627291 1.361813 -0.538803
C: -0.712967 1.133616 -0.573273
O: -1.162388 0.804202 0.707245
O: -1.458696 1.311641 -1.505705
H: 2.775375 -0.324810 -0.591899
H: 1.049256 1.147458 1.576596
H: 2.268087 1.851334 0.553688
H: 1.129011 1.187993 -1.399695
H: -1.831238 1.440860 0.942069
H: -1.826042 -3.513189 -0.109935
H: -2.821270 -2.635389 0.552395
O: -2.754183 -3.261254 -0.176503

Cartesian forces (eV/Å) of the 3 atoms listed first:
-0.5558 0.2455 0.3964
0.4957 -0.9342 -0.3460
0.5550 0.3663 -0.7560

***

# 6
Computed, not measured: a 2-piece molecular cluster, C3H7NO4 overall, with wB97M-V/def2-TZVPD.

The value obtained for the HOMO energy is -9.14 eV. As for the SMILES: O=C(O)NO.C=CO. The HOMO-LUMO gap is 9.7 eV.

Geometry (Å):
N: -2.267499 -0.177057 -0.041871
C: 2.054732 -0.901845 0.797908
C: 2.814218 -0.486374 -0.198739
O: -1.526380 -1.321609 0.237606
H: -0.684480 -1.044199 0.676675
H: -3.242210 -0.386930 -0.193940
H: 2.308351 -1.740345 1.431003
H: 2.525154 0.352424 -0.809856
H: 3.741127 -0.973245 -0.432228
C: -1.728168 0.950619 -0.526196
O: -2.692948 1.794916 -0.943467
O: 0.872069 -0.344422 1.165365
O: -0.548837 1.238564 -0.523253
H: -2.290252 2.635971 -1.203007
H: 0.665122 0.403532 0.564000

Cartesian forces (eV/Å) of the 3 atoms listed first:
-0.2088 -0.3139 0.1930
0.1470 -0.2075 0.0788
0.0096 0.0756 -0.0769

***

# 7
Computed, not measured: one molecule with the formula C3H7NO4 at a distorted geometry, with wB97M-V/def2-TZVPD.

The value obtained for the HOMO energy is -10.80 eV. As for the SMILES: CC(C)OO[N+](=O)[O-]. The HOMO-LUMO gap is 11.2 eV.

Geometry (Å):
C: -0.267100 -1.100758 -0.171035
C: 0.727953 1.140522 0.037442
C: -0.523390 0.356307 0.307399
N: -3.775934 -0.024438 -0.057022
O: -3.398809 -0.725355 -0.931274
O: -4.704762 -0.072147 0.655847
O: -1.654692 0.916829 -0.362365
O: -2.852094 0.998068 0.378807
H: -1.120446 -1.693829 -0.000217
H: -0.102311 -1.097778 -1.331272
H: 0.717453 -1.422526 0.276830
H: 0.627190 1.579296 -0.938010
H: 1.602693 0.432977 0.169867
H: 0.959686 1.936072 0.921756
H: -0.742700 0.449597 1.308582

Cartesian forces (eV/Å) of the 3 atoms listed first:
1.6150 1.4970 -1.7341
1.4786 1.2907 2.8568
0.3591 -1.7529 -1.1166

***

# 8
Computed, not measured: one molecule with the formula C3H7NO4S at a distorted geometry, with wB97M-V/def2-TZVPD.

The value obtained for the HOMO energy is -9.38 eV. The HOMO-LUMO gap is 9.7 eV.

Geometry (Å):
C: 0.380396 0.092582 1.077501
C: -0.931173 -0.455761 0.456777
C: 1.675079 -0.318724 0.411607
H: 0.244069 -1.231642 2.733048
H: 0.133911 0.399235 3.267923
H: 0.311006 1.172610 1.016975
H: -0.983552 -1.603793 0.569205
H: -1.916737 0.056389 0.871436
H: -1.385804 2.120255 -1.942213
H: 2.409495 -0.000571 2.206954
N: 0.444130 -0.312193 2.537968
O: -0.921795 1.565459 -1.101497
O: -2.590055 -0.156004 -1.472264
O: 2.775975 -0.232672 1.276724
O: 1.932010 -0.449121 -0.772252
S: -1.139762 -0.028563 -1.350631

Cartesian forces (eV/Å) of the 3 atoms listed first:
-1.7814 -1.3810 1.9615
-0.6678 0.0253 -0.0834
3.4719 1.1761 -0.7390

***

# 9
Computed, not measured: one molecule with the formula C3H7NO4S at a distorted geometry, with wB97M-V/def2-TZVPD.

The value obtained for the HOMO energy is -9.75 eV. The HOMO-LUMO gap is 9.8 eV.

Geometry (Å):
C: 0.324188 -0.308146 0.241304
C: -0.860195 -0.553286 -0.666227
C: 1.002082 1.086990 0.206430
H: 1.110074 -2.201193 0.721293
H: 1.654367 -1.444710 -0.800907
H: -0.140679 -0.388210 1.187992
H: -0.741145 -0.234638 -1.855848
H: -0.938384 -1.687790 -0.690558
H: -1.082525 2.027992 -0.070853
H: 2.526230 0.076296 -0.061707
N: 1.450046 -1.297035 0.217017
O: -2.058316 1.798349 -0.324712
O: -2.425887 -0.305397 1.330395
O: 2.398948 1.109981 0.103282
O: 0.283013 2.136567 0.550494
S: -2.501818 0.184224 -0.087392

Cartesian forces (eV/Å) of the 3 atoms listed first:
1.5382 0.5212 -0.5313
-0.1591 -0.5273 -4.2754
-1.0187 4.1573 2.5985

***

# 10
Computed, not measured: one molecule with the formula C3H7NOP2 at a distorted geometry, with wB97M-V/def2-TZVPD.

The value obtained for the HOMO energy is -8.22 eV. As for the SMILES: P/N=P/C[C@H]1CO1. The HOMO-LUMO gap is 7.9 eV.

Geometry (Å):
C: 1.260222 -0.698807 -0.836387
C: 1.506575 0.761671 -0.486203
C: 0.653275 1.550320 0.372577
N: -1.733650 -0.265708 -0.249727
O: 1.023238 0.349453 -1.759689
P: -1.237006 1.205011 -0.636911
P: -3.072255 -1.280073 -0.127783
H: 2.096113 -1.348008 -1.090939
H: 0.516557 -1.328349 -0.490344
H: 2.503455 1.092164 -0.592221
H: 0.864564 2.715453 0.367344
H: 0.547012 1.340587 1.420805
H: -3.168676 -1.732138 -1.378207
H: -2.428641 -2.447917 0.366957

Cartesian forces (eV/Å) of the 3 atoms listed first:
2.7330 1.5206 -0.2592
0.6555 -2.4320 -0.1319
-3.1230 2.6895 -0.6414

***

Record-wise ΔE to the lowest compared entry with this formula, charge and spin values, in kcal/mol: 195.5; 0.0; 18.9; 60.4; 22.0; 67.9; 202.5; 37.1; 45.7; 54.8